1.
12
Properties=species:S:1:pos:R:3:forces:R:3 method="wB97M-V/def2-TZVPD" e_homo_ev=-9.64 de_lowest_kcal_mol=97.53 energy_ev=-11179.740
C -0.95234 -0.35032 0.07070 -2.1 3.9 -2.7
C -0.25637 -1.56536 -0.16612 4.6 -2.0 1.6
C 1.39693 -0.04796 -0.04970 1.8 -2.0 -0.5
H -0.41163 2.30354 0.57366 0.0 -0.3 0.6
H -2.98864 -0.60204 0.17887 1.8 0.5 -0.7
H -0.80973 -2.45922 -0.15081 -0.2 -1.4 -0.3
H 2.57491 1.38010 0.12757 0.5 -1.3 -0.3
N 0.15538 0.56576 -0.12884 -2.9 1.0 1.2
N -2.21007 0.08710 -0.03745 2.6 -1.8 1.7
N 1.10394 -1.54269 -0.15179 -4.5 2.5 -0.2
N 2.63846 0.32217 0.01843 -3.1 1.6 0.3
O -0.24084 1.90892 -0.28452 1.7 -0.8 -0.7

2.
20
Properties=species:S:1:pos:R:3:forces:R:3 method="wB97M-V/def2-TZVPD" e_homo_ev=-9.00 de_lowest_kcal_mol=17.52 smiles=NCCCCO.O energy_ev=-9943.437
C 0.79117 0.40658 -1.52723 0.3 -0.4 0.9
O -0.11598 0.38578 -2.58917 -0.5 0.3 -0.5
C 0.26577 1.31677 -0.43245 -0.1 0.2 0.4
C -1.19309 1.11446 -0.02558 -0.2 -0.3 0.0
C -1.42204 -0.16062 0.78679 0.4 0.0 0.1
N -0.69603 -0.25804 2.05713 0.1 -0.2 -0.4
H 1.78709 0.75608 -1.79324 0.1 0.1 -0.4
H 0.93402 -0.60621 -1.11538 -0.1 0.0 -0.1
H 0.24880 -0.04160 -3.36503 0.2 -0.1 0.0
H 0.42103 2.35663 -0.68640 -0.1 0.3 -0.5
H 0.91167 1.20112 0.43608 0.2 -0.2 0.2
H -1.79469 1.00895 -0.92956 0.0 0.2 -0.1
H -1.55562 1.98326 0.52399 0.0 0.1 0.0
H -2.48106 -0.29729 1.00391 0.0 -0.1 -0.2
H -1.09017 -0.97176 0.12565 -0.2 -0.2 0.2
H 0.17211 0.25376 2.00695 0.1 0.0 0.2
H -1.21829 0.06498 2.85599 -0.1 0.2 -0.1
H 1.60381 -2.24530 0.60938 0.0 0.2 0.3
H 2.24614 -3.56981 0.82531 0.2 -0.1 0.3
O 2.18537 -2.69774 1.23286 -0.1 -0.2 -0.5

3.
22
Properties=species:S:1:pos:R:3:forces:R:3 method="wB97M-V/def2-TZVPD" e_homo_ev="-9.10 / -13.01" spin_multiplicity=3 charge=+1 de_lowest_kcal_mol=95.73 energy_ev=-22275.270
C 0.39415 3.07516 1.04702 1.4 4.2 -1.7
C 0.95988 3.35311 2.27099 0.1 4.3 -3.7
C -0.18121 1.85797 1.05860 -3.5 -3.0 -6.0
C 1.06405 -1.01824 0.48759 0.9 -0.3 1.3
C 0.98554 -0.97297 -0.98686 1.1 -1.5 -3.2
C -1.56317 -1.16031 0.01065 1.2 0.4 -0.2
C -0.81829 0.74914 -0.25389 3.6 5.6 3.7
C -0.14853 -0.52654 -0.19613 -2.1 -2.0 0.4
N 0.87162 2.35622 3.12590 0.9 -3.9 4.3
N -2.18996 0.24541 -0.03902 0.4 -1.1 0.8
S -0.04782 1.16339 2.56093 -0.5 -2.3 4.0
H 0.38337 3.84281 0.22456 0.0 -1.2 0.9
H 1.42422 4.30805 2.58678 -0.6 -0.7 -0.3
H 1.02098 -1.94311 1.09350 -0.2 0.3 -0.9
H 1.74774 -0.34245 0.96418 0.0 0.6 0.1
H 1.53256 -0.14880 -1.57910 -0.7 -1.5 1.1
H 0.88245 -1.98184 -1.53995 0.2 1.9 0.8
H -2.02507 -1.79788 -0.69366 -0.2 -0.7 -0.9
H -1.59672 -1.56485 0.98413 -0.6 -0.4 1.1
H -0.59158 1.28100 -1.14699 -0.8 0.6 -0.8
H -2.77411 0.36872 -0.84529 -0.7 0.2 -0.3
H -2.66791 0.46253 0.84737 0.2 0.4 -0.6

4.
15
Properties=species:S:1:pos:R:3:forces:R:3 method="wB97M-V/def2-TZVPD" e_homo_ev=-8.53 de_lowest_kcal_mol=79.64 smiles="[H]/N=C/NC(=N)N/C=N/[H]" energy_ev=-10671.547
C -1.49286 -0.09041 -0.15634 -2.5 2.5 1.8
C 0.79563 0.65278 -0.71017 -1.9 -0.5 -0.2
C 1.08992 -0.38482 1.30240 6.4 8.0 5.9
H -3.64226 -0.44917 -0.26440 5.0 -0.4 -1.1
H -1.62581 0.73207 0.84237 1.1 -2.6 -2.9
H -0.43483 -0.58467 -1.75210 -0.4 -0.6 -1.3
H 0.99104 1.01660 -2.53070 0.9 1.0 1.7
H 1.80334 1.53844 0.81838 -0.8 -1.4 -0.3
H 1.72222 -0.19591 2.23294 -1.0 -0.5 -0.4
H 0.47109 -2.08033 1.80060 0.8 1.7 -2.4
N -2.51132 -0.63002 -0.69919 -3.9 0.3 1.3
N -0.31216 -0.21408 -0.85289 0.7 2.3 -0.3
N 1.42745 1.28622 -1.58118 -0.3 -0.5 -3.5
N 1.14615 0.76191 0.58514 0.9 2.5 0.5
N 0.57238 -1.35861 0.96513 -5.0 -11.8 1.1

5.
75
Properties=species:S:1:pos:R:3:forces:R:3 method="wB97M-V/def2-TZVPD" e_homo_ev=-7.82 smiles="CCN[C@@H](CCCCOC=O)O[C@](F)([C@H](I)CC)[C@@](NCOC(F)(F)F)(OCC)P(C)C.C[N+](=O)[O-]" energy_ev=-68425.993
C 1.22236 -3.76621 2.60228 -0.1 -0.3 -1.2
C 0.56565 -2.38738 2.03558 -0.1 -1.9 1.7
N 1.55299 -1.27580 2.17975 -1.1 1.6 -1.1
C 1.53497 -0.36693 0.96575 2.0 -2.0 1.7
C 2.28477 -1.18321 -0.18685 -0.1 -0.4 -0.5
C 1.46605 -1.40868 -1.54175 1.2 -0.4 -0.6
C 2.15947 -0.51709 -2.68603 0.0 -0.7 -0.5
C 1.34109 -0.43725 -4.05959 0.9 1.4 0.1
O 2.13224 -1.14397 -5.09255 -2.4 -0.6 -0.7
C 1.25288 -1.97138 -5.84304 1.0 -3.4 1.9
O 1.27699 -3.19556 -5.60880 -0.4 4.3 -1.5
O 0.15210 -0.04892 0.73227 -0.1 2.7 -0.7
C -0.07417 1.33282 0.37938 1.2 -0.9 -0.5
F 0.98598 1.58768 -0.62166 -1.5 -0.1 0.7
C 0.24859 2.38647 1.52607 2.2 0.0 0.1
I -1.37603 3.39714 2.52722 0.1 -0.5 -0.2
C 1.30386 3.55616 1.08758 0.1 0.9 1.2
C 2.83803 3.13829 1.32177 -0.9 -0.6 -1.1
C -1.41601 1.49061 -0.45870 -0.7 0.2 -1.8
N -1.42829 0.52090 -1.59721 -1.0 -0.3 -0.4
C -2.62486 0.60214 -2.43652 0.6 1.0 -1.7
O -3.49820 -0.57842 -2.36088 -2.2 1.3 -0.3
C -4.81570 -0.26075 -2.71639 -0.3 -2.2 0.1
F -5.50626 -1.49346 -2.90195 1.6 2.9 0.4
F -5.53716 0.40861 -1.69107 1.8 -0.9 -2.7
F -4.88711 0.41035 -3.95013 -0.1 -0.8 2.8
O -2.67286 1.40555 0.18308 1.2 -0.3 0.4
C -2.84539 0.39786 1.18328 -0.9 -1.9 1.9
C -2.92794 -1.11882 0.68795 1.0 -0.3 0.3
P -1.34629 3.28353 -1.19927 0.8 1.7 1.3
C -3.06223 4.07345 -1.22494 -1.0 0.1 -1.6
C -0.55506 3.29399 -2.90902 -0.9 0.0 -1.3
H 0.42566 -4.46852 3.04906 1.2 1.2 -0.5
H 1.64495 -4.33010 1.69452 -0.4 0.7 1.3
H 2.08982 -3.58539 3.30993 -1.4 -0.1 -0.8
H 0.24840 -2.61415 0.96804 0.3 0.8 1.4
H -0.34156 -2.19584 2.72274 1.1 -0.1 -1.5
H 1.21196 -0.64684 2.93385 0.4 -0.9 -0.4
H 2.20869 0.50411 1.26531 -1.4 -0.8 -0.6
H 2.59760 -2.22278 0.20177 -0.6 1.8 -0.3
H 3.28010 -0.65581 -0.43389 -1.6 -0.7 0.4
H 0.33890 -1.29005 -1.46490 1.5 0.2 0.1
H 1.64706 -2.50567 -1.85483 -0.4 1.7 0.4
H 3.15373 -1.04727 -2.93484 -1.5 0.9 0.3
H 2.44576 0.53485 -2.35675 -0.7 -1.4 -0.2
H 1.32267 0.66343 -4.41049 -0.3 -1.6 0.6
H 0.28190 -0.85276 -4.01167 1.3 0.4 0.1
H 0.54311 -1.47841 -6.58531 1.0 -0.4 0.9
H 0.81494 1.82510 2.36126 -1.2 0.7 -1.3
H 1.10745 4.41998 1.82863 0.3 -1.3 -1.2
H 1.09102 3.98530 0.05950 0.3 -0.8 1.3
H 3.13341 2.43480 0.45562 -0.2 1.0 1.5
H 3.52342 4.04678 1.30191 -1.0 -1.2 0.1
H 2.90269 2.57994 2.31136 0.2 0.8 -1.2
H -0.62687 0.61199 -2.22697 -0.2 0.1 0.8
H -2.26317 0.64057 -3.53354 -0.6 -0.1 1.6
H -3.28557 1.51481 -2.29494 1.0 -1.0 0.3
H -2.05497 0.42174 2.02588 -0.9 0.3 -1.6
H -3.84141 0.61684 1.72424 1.5 0.0 -1.1
H -3.86906 -1.38872 0.10978 1.3 0.6 0.7
H -2.87599 -1.79300 1.62278 -0.2 1.1 -1.3
H -1.97168 -1.37205 0.09599 -1.7 0.4 0.7
H -3.92674 3.34735 -1.03143 1.3 1.1 0.0
H -3.10959 5.01058 -0.56593 0.2 -1.7 -0.7
H -3.22648 4.46041 -2.30304 0.2 -0.6 1.6
H -1.00412 4.19754 -3.47189 0.6 -1.3 1.0
H 0.56630 3.47470 -2.86814 -1.5 -0.5 0.2
H -0.81201 2.38141 -3.55463 0.6 1.2 0.8
C 2.78607 -3.78265 7.41611 0.2 -0.2 0.2
N 2.58894 -3.41907 5.98874 0.0 0.0 -0.3
O 3.46510 -3.73856 5.20348 -0.4 0.2 0.3
O 1.56100 -2.82570 5.70934 0.5 -0.2 0.1
H 3.73658 -4.30270 7.51733 -0.1 0.1 -0.1
H 2.78817 -2.85882 7.99291 -0.1 -0.1 -0.1
H 1.95937 -4.42906 7.70748 0.0 0.2 0.0

6.
29
Properties=species:S:1:pos:R:3:forces:R:3 method="wB97M-V/def2-TZVPD" e_homo_ev=-9.78 smiles=CC[C@H](F)[C@](O)(COCC(F)(F)F)OC energy_ev=-25535.018
C -2.54398 1.20494 -1.51761 0.1 0.0 0.0
C -1.29965 2.05542 -1.28373 -0.1 0.2 0.0
C -0.61037 1.82363 0.04795 0.0 0.2 -0.2
F 0.48605 2.69930 0.11036 -0.1 0.0 0.0
C -0.13574 0.37158 0.29223 -0.2 0.0 0.2
O -1.22559 -0.39033 0.77840 0.3 -0.1 0.1
C 0.97184 0.32807 1.35885 0.0 0.0 0.1
O 1.74945 -0.84490 1.30058 0.0 0.0 0.0
C 1.17762 -2.00382 1.85011 0.3 -0.1 -0.2
C 1.06444 -3.10905 0.80184 -0.2 -0.2 -0.3
F 2.12196 -3.10550 -0.04445 -0.5 0.0 0.4
F -0.06263 -3.03964 0.06337 0.6 -0.1 0.3
F 1.05217 -4.31295 1.43091 0.0 0.3 -0.2
O 0.24372 -0.26952 -0.88385 0.0 0.2 -0.2
C 1.47719 0.15721 -1.45372 0.3 -0.3 0.0
H -3.31088 1.46174 -0.78477 -0.1 -0.1 0.0
H -2.33130 0.14079 -1.46380 0.0 -0.1 0.0
H -2.95199 1.39628 -2.50762 -0.1 0.1 0.0
H -1.59623 3.10583 -1.28846 0.1 0.1 0.0
H -0.57826 1.93531 -2.08879 0.1 -0.2 0.0
H -1.27082 2.13639 0.86212 0.0 -0.1 0.2
H -2.02413 0.13530 0.78300 -0.3 0.1 -0.1
H 0.47920 0.42063 2.32911 0.0 0.1 0.1
H 1.65856 1.16082 1.25693 0.1 0.0 -0.1
H 0.19718 -1.82092 2.28143 -0.1 -0.1 0.0
H 1.84983 -2.39107 2.61539 0.0 0.0 0.1
H 1.34525 0.24703 -2.52935 -0.1 0.1 -0.1
H 1.82455 1.10343 -1.04912 0.0 0.1 -0.1
H 2.24255 -0.59598 -1.26733 0.0 0.0 0.1